# C36H101N5O20

A cluster of 12 separate species, C36H101N5O20 in total (ωB97M-V/def2-TZVPD, OMol25).

```
162
Properties=species:S:1:pos:R:3:forces:R:3
C 7.104070 31.603610 1.040720 -0.28 0.01 -0.83
O 5.882230 31.157050 0.415590 0.09 -1.16 1.13
C 5.270760 29.945350 1.035400 1.10 1.02 -1.15
C 6.149760 28.689610 0.801610 0.42 -0.25 1.48
C 6.317360 28.315910 -0.609970 0.94 1.16 -1.55
N 5.707050 27.470050 1.443520 -1.34 -0.70 1.37
H 7.934440 30.913820 0.889830 -0.03 -0.23 -0.08
H 7.075390 31.841330 2.104090 -0.62 -0.22 0.22
H 7.366370 32.530130 0.529980 -0.07 -0.03 -0.06
H 5.049820 30.243140 2.060390 0.22 -0.61 0.33
H 4.323020 29.810280 0.514190 -0.01 0.09 -0.06
H 7.135720 28.804890 1.251840 0.30 1.14 -0.30
H 6.847830 29.176420 -1.017680 -0.28 0.07 -0.93
H 5.377330 28.106440 -1.120440 0.02 0.17 0.03
H 6.998900 27.480270 -0.769080 -0.16 -0.20 0.35
H 5.265390 27.667490 2.330120 -0.35 0.07 0.25
H 6.539880 26.974510 1.728010 0.05 -0.37 -0.18
C 16.752810 23.659940 16.125620 -1.11 -0.47 -0.75
O 16.179180 23.410710 14.835900 0.75 0.08 -0.03
C 14.929260 24.046720 14.655880 0.11 -1.30 -0.77
C 14.402870 23.699750 13.206500 2.07 1.14 -0.13
C 15.484010 23.992990 12.070600 0.33 -1.15 1.02
N 13.262370 24.524000 12.924170 -0.55 0.27 0.02
H 17.518200 22.904090 16.301580 -0.03 0.17 -0.02
H 15.916760 23.531280 16.813050 0.28 0.04 0.67
H 17.154140 24.669540 16.213580 0.08 0.09 -0.06
H 14.226160 23.614520 15.367900 -0.35 -0.01 0.13
H 15.023370 25.098350 14.926700 -0.17 0.44 -0.62
H 14.078610 22.659550 13.176000 0.36 -0.10 0.11
H 15.836910 25.020690 11.984610 -0.27 0.27 0.61
H 15.163430 23.754970 11.056360 -0.52 -0.32 0.13
H 16.367140 23.385080 12.267130 0.13 0.00 -0.07
H 13.008370 24.227890 11.992540 -0.65 0.18 -0.24
H 13.701520 25.421090 12.774220 -0.49 0.66 -0.01
C 7.168310 17.358070 18.439610 -0.71 0.72 -0.76
O 6.836230 17.211660 17.030450 -0.70 -1.35 2.78
C 7.367520 18.170360 16.204420 0.85 -0.02 -0.74
C 7.359010 17.543170 14.825770 2.52 1.16 -1.49
C 8.399170 18.217120 13.927120 0.46 0.40 0.19
N 6.134330 17.621630 14.121670 -2.05 -0.63 0.55
H 6.407920 16.948310 19.104430 -0.28 -0.37 -0.55
H 7.149220 18.426010 18.656950 0.43 0.13 0.18
H 8.110540 16.895230 18.732990 0.25 0.12 -0.42
H 6.873320 19.138570 16.284680 -0.43 0.10 -0.24
H 8.415110 18.354640 16.442510 0.35 0.00 0.20
H 7.733130 16.524390 14.926900 -0.13 -0.31 0.41
H 8.363340 17.815840 12.914310 0.06 -0.18 0.03
H 9.403320 18.083900 14.329660 0.09 -0.09 -0.09
H 8.246350 19.291700 13.827050 -0.23 0.10 0.12
H 5.588180 16.901860 14.573060 -0.99 0.12 0.00
H 6.182090 17.299510 13.165620 0.48 0.11 -0.17
C 1.241760 26.997800 7.203570 -0.66 0.90 -0.30
O 1.115060 28.087020 6.268860 0.71 -1.01 -0.01
C 0.497290 29.288950 6.735870 0.21 -1.21 -0.32
C -1.040560 29.190960 6.590490 1.00 0.77 0.66
C -1.555100 29.182210 5.191280 -0.35 -0.73 -1.07
N -1.624110 30.335280 7.272650 0.22 0.15 0.65
H 1.697900 26.113340 6.758870 -0.07 0.32 -0.54
H 0.233840 26.731010 7.521380 0.06 -0.24 0.44
H 1.877470 27.264070 8.048010 -0.13 0.23 0.22
H 0.791880 29.484010 7.767020 -0.25 0.04 0.21
H 0.999850 30.026750 6.110420 -0.57 0.48 -0.05
H -1.346820 28.294540 7.129690 0.02 -0.13 -0.06
H -1.038330 28.504110 4.512130 0.02 -0.17 0.09
H -1.556320 30.164760 4.719370 0.31 0.19 0.15
H -2.605550 28.896400 5.245580 -0.11 -0.15 -0.24
H -2.608670 30.179560 7.435390 -0.13 0.15 -0.05
H -1.525350 31.105020 6.626230 -0.27 0.41 0.20
C 10.507920 22.242710 -3.183150 1.25 0.36 1.41
O 11.252940 23.004080 -4.126340 -0.77 -0.91 -0.77
C 11.207230 22.271000 -5.345810 0.31 1.67 -1.35
C 11.944810 22.996950 -6.504200 0.51 -0.04 0.60
N 12.019690 22.220270 -7.764410 -1.49 0.21 0.58
C 10.682360 21.910700 -8.356180 0.73 -0.19 -1.32
C 10.847450 20.945400 -9.556210 -0.99 0.48 1.22
O 11.210040 19.681680 -9.052540 1.57 -1.47 -1.52
C 11.589720 18.834980 -10.186690 0.10 0.05 0.62
H 11.180240 21.484720 -2.781230 0.15 -0.18 0.28
H 9.632440 21.661210 -3.472100 -0.27 0.62 -0.81
H 10.276650 22.939760 -2.377700 -0.27 -0.19 0.04
H 10.160810 22.278820 -5.650810 -0.15 -0.93 0.07
H 11.695050 21.300160 -5.258560 -0.43 -0.39 0.22
H 12.945950 23.234010 -6.144170 0.37 -0.40 -0.17
H 11.561530 24.005710 -6.657800 -0.60 -0.17 -0.33
H 12.460240 21.333460 -7.565480 0.17 -0.18 0.03
H 10.253190 22.822930 -8.770640 0.10 0.25 0.10
H 9.896300 21.468380 -7.744160 0.27 -0.08 0.65
H 11.523550 21.378500 -10.293400 0.32 -0.25 -0.04
H 9.873580 20.733600 -9.997590 -0.29 0.79 -0.45
H 11.717300 17.788290 -9.910510 -0.33 0.16 0.60
H 12.548930 19.101540 -10.630490 0.15 0.55 0.20
H 10.868730 18.860640 -11.003760 -0.40 0.22 0.15
O 12.748170 19.612820 5.356170 -0.13 -0.63 -0.33
C 13.273510 18.774060 6.382720 0.03 0.82 0.81
C 12.344270 17.631380 6.839690 1.46 -0.12 -0.69
O 12.719250 16.434420 6.138160 -0.24 0.03 0.14
H 13.510550 20.103260 5.040200 -0.15 0.22 -0.27
H 14.251320 18.374170 6.114260 -0.11 -0.60 -0.43
H 13.570320 19.459390 7.176650 -0.50 -0.15 0.76
H 11.275120 17.796880 6.706990 0.07 0.47 0.09
H 12.597490 17.424320 7.879450 -0.34 0.06 0.06
H 12.894230 16.682800 5.227510 -0.11 -0.07 -0.16
O 8.119800 25.605590 15.383620 1.10 0.53 -0.48
C 6.901560 25.109440 14.948330 -1.25 -0.53 0.38
C 6.166770 25.855180 13.828230 0.47 -0.25 0.67
O 5.635960 27.050850 14.344580 -0.18 0.66 -0.32
H 8.740590 25.612820 14.651380 0.24 0.00 -0.05
H 6.926190 24.043690 14.721010 0.28 -0.28 -0.18
H 6.339220 25.214750 15.876120 -0.73 -0.23 -0.20
H 5.353790 25.260370 13.411850 0.06 -0.42 0.03
H 6.844430 26.072510 13.002610 0.09 0.26 0.01
H 4.852540 26.790810 14.834700 -0.06 0.24 0.14
O 8.058560 21.871770 5.426160 0.00 0.09 0.05
C 7.493320 22.098350 6.698130 -0.66 0.70 0.79
C 7.946340 23.461270 7.302650 -0.38 -0.92 -0.27
O 9.324480 23.347440 7.622190 0.13 0.31 0.35
H 8.991040 21.708730 5.585780 0.16 -0.17 -0.21
H 6.410310 21.986810 6.645790 -0.14 0.54 -0.52
H 7.727010 21.286120 7.386440 0.60 0.07 0.23
H 7.396520 23.736080 8.202800 0.16 -0.59 0.38
H 7.725010 24.323440 6.673550 0.25 -0.19 -0.68
H 9.862290 23.425900 6.830860 -0.11 0.16 -0.13
O 7.761900 32.675510 10.314410 0.15 0.81 -0.57
C 6.818790 31.871380 9.651910 -0.76 -2.35 -0.43
C 7.445780 31.023540 8.484590 0.72 0.94 1.09
O 8.363240 31.899640 7.831440 -0.60 -0.41 -0.44
H 8.169060 32.132740 10.993550 0.06 0.04 0.05
H 6.398770 31.235950 10.431590 -0.34 -0.44 -0.29
H 5.966200 32.354250 9.174390 0.39 1.11 0.45
H 6.678720 30.654770 7.803610 0.04 0.15 -0.03
H 8.029420 30.186830 8.868480 -0.17 -0.34 0.16
H 8.587070 32.500540 8.545870 0.49 0.49 0.02
O 2.799190 20.079150 1.295570 1.06 -0.89 -0.21
C 3.889440 20.863570 0.743790 -1.79 -0.28 -0.02
C 3.430670 21.579120 -0.561450 1.92 -0.25 1.72
O 2.609970 22.650750 -0.167850 -0.95 0.10 -0.55
H 1.964300 20.521720 1.464970 0.40 0.79 -0.31
H 4.193580 21.569360 1.516750 0.04 0.54 -0.22
H 4.752470 20.208000 0.627580 -0.32 -0.35 -0.30
H 2.975350 20.880180 -1.263070 -0.46 0.26 0.26
H 4.339380 21.970570 -1.018730 0.14 0.01 -0.39
H 3.181250 23.311500 0.230450 -0.04 0.09 0.02
O 12.566320 26.425390 4.071450 -1.18 0.55 0.05
C 13.023750 27.506940 4.895250 0.37 -0.93 0.23
C 13.568550 28.649090 4.083760 0.31 0.17 0.02
O 14.713410 28.202360 3.386900 0.65 -0.23 -0.42
H 13.251960 26.242530 3.424870 0.22 0.01 0.12
H 12.320280 27.856410 5.650950 -0.84 -0.25 -0.59
H 13.765130 26.992080 5.506300 0.82 0.82 0.15
H 13.855450 29.485340 4.721320 0.10 -0.06 0.16
H 12.906080 29.055290 3.319410 -0.72 -0.13 0.40
H 14.421990 27.956570 2.505850 0.26 0.06 -0.10
O 2.631370 18.434690 9.337560 -0.90 -0.05 -0.64
C 2.117970 17.343480 8.523920 1.34 0.01 1.40
C 3.293530 16.759830 7.765580 -0.23 0.28 -1.18
O 4.222100 16.130430 8.635190 -0.26 -0.29 0.12
H 2.979520 18.114930 10.173110 -0.02 -0.33 -0.13
H 1.763680 16.534930 9.163310 -0.18 -0.03 0.23
H 1.251130 17.666940 7.947680 0.44 0.33 -0.28
H 3.845960 17.504750 7.192850 -0.19 0.47 0.16
H 2.937040 16.068320 7.002140 -0.20 -0.33 0.05
H 4.331270 15.242020 8.288200 0.21 -0.06 0.28
```
Forces are in eV/Å.

Results
Kohn-Sham gap = 9.0927 eV
Strongest force on any atom = 3.2 eV Å⁻¹
Charge = 0
Spin multiplicity = 1
HOMO energy = -9.05 eV
Energy = -3210.3533 Eh

Here are the Löwdin charges for atoms 1 to 2, given in e:
1. C -0.11
2. O -0.21